# 1
Entry from OMol25: a structure of composition C17H32ClIrN2O5P2 in a non-equilibrium geometry (wB97M-V/def2-TZVPD).

XYZ file:
```
60
Properties=species:S:1:pos:R:3:forces:R:3:lowdin_spin:R:1
C 0.13985 -0.45509 -4.59056 -1.02 -0.48 -1.04 0.068
C 0.88956 -0.28797 -3.33717 3.46 0.49 -0.98 0.291
H 0.74367 -1.05724 -5.27805 0.06 0.22 0.03 0.003
H -0.01572 0.53201 -5.04616 0.13 -0.17 0.11 0.001
H -0.84341 -0.91295 -4.41526 0.76 0.28 -0.41 0.001
O 2.07061 -0.05831 -3.26168 -2.29 -0.52 0.64 0.412
Cl -1.71778 -0.39728 -2.41189 -0.43 -0.03 1.65 0.492
Ir 0.43688 -0.49591 -0.82638 -4.85 0.57 -2.62 1.531
P 0.19872 1.80255 -1.59046 -0.18 3.23 0.30 0.166
C 1.73438 2.70777 -1.16419 0.01 -0.68 0.24 0.038
C -0.16720 2.48777 -3.26000 0.06 -0.97 -0.43 0.016
H -0.37273 3.56420 -3.16841 0.20 -0.33 0.30 0.005
H -1.40666 3.58836 -1.10536 0.23 -0.30 -0.02 0.008
H -1.05611 1.99394 -3.66605 0.16 0.25 -0.01 0.001
H -2.05240 1.96667 -0.71528 0.08 0.25 0.01 0.001
H 2.55208 2.31861 -1.78319 -0.07 0.18 0.11 0.000
H 0.69014 2.34473 -3.92828 -0.21 0.14 0.10 0.000
C -1.16870 2.61258 -0.66046 0.08 -0.66 0.42 0.037
H 1.60570 3.78225 -1.35079 -0.12 -0.27 -0.06 0.009
H -0.85997 2.74770 0.38256 -0.16 0.02 -0.31 0.000
H 1.94899 2.53407 -0.10344 0.09 0.17 -0.36 0.001
P 0.36777 -2.67378 -1.74922 -0.05 -3.54 0.16 0.142
C 1.90004 -3.54201 -1.24660 -0.04 0.53 0.30 0.036
C -1.05978 -3.55258 -0.97997 0.08 0.54 0.41 0.038
H -0.77665 -3.00694 -3.87954 0.23 -0.12 0.02 0.000
H 0.23069 -4.40743 -3.44746 0.08 0.34 0.43 0.004
H 1.00612 -2.93980 -4.09763 -0.19 -0.24 0.05 0.001
C 0.19118 -3.30800 -3.46428 -0.03 1.11 -0.54 0.014
H -1.89735 -2.84888 -0.91847 0.01 -0.27 0.00 0.002
H -1.35405 -4.41308 -1.59549 0.21 0.28 0.06 0.007
H 1.85564 -4.59380 -1.55862 -0.11 0.27 0.00 0.008
H 1.99101 -3.47636 -0.15620 0.17 -0.13 -0.42 0.001
H -0.77922 -3.88788 0.02454 -0.12 0.03 -0.33 0.000
H 2.75680 -3.05463 -1.72828 -0.08 -0.18 0.06 0.001
C 2.19962 -0.46414 -0.32820 9.16 0.31 1.20 0.141
O 3.32805 -0.44847 -0.04344 -4.30 -0.11 -0.66 0.084
C -2.81419 1.45707 2.41330 -0.17 0.07 0.01 0.007
C -1.62563 1.75966 3.30674 0.06 0.02 0.32 0.005
C -0.55780 0.64234 3.30740 -0.41 1.71 -0.36 0.091
C 0.56880 0.89220 4.34474 0.20 -1.19 0.74 0.015
C 1.17212 2.28050 4.31030 -0.10 0.62 -0.33 0.015
C -1.18896 -0.71543 3.65334 1.18 -1.54 -1.32 0.092
O -2.15617 -0.87854 4.37377 0.45 0.26 0.20 0.667
N -0.51773 -1.79703 3.08733 -1.30 0.28 1.62 0.063
C 0.06515 -1.79825 1.82963 1.12 -0.90 -0.70 0.027
O 0.64507 -2.79995 1.41451 -1.63 2.50 0.77 0.048
N -0.07292 -0.56986 1.16581 0.33 -1.09 -0.26 0.277
C 0.07635 0.57289 1.91780 1.37 1.90 -0.12 0.034
O 0.75354 1.53299 1.50352 -2.07 -2.39 0.56 0.086
H -2.50761 1.21619 1.38744 -0.13 0.01 0.15 0.000
H -3.47093 2.33314 2.37891 0.04 -0.29 -0.05 0.000
H -3.38653 0.61786 2.82359 -0.12 0.16 -0.21 0.002
H -1.13851 2.69718 2.99978 0.01 -0.37 0.16 0.004
H -1.95732 1.88149 4.34709 0.08 0.14 -0.20 0.002
H 0.15479 0.68816 5.34444 0.14 0.05 -0.19 0.002
H 1.35243 0.14239 4.15956 -0.12 0.10 0.17 0.000
H 0.47115 3.02922 4.69011 0.17 -0.09 -0.03 0.000
H 2.06596 2.29591 4.93695 -0.14 -0.07 0.00 0.002
H 1.45267 2.53898 3.28466 0.08 0.11 0.45 0.001
H -0.69350 -2.71976 3.46864 -0.06 -0.21 0.20 0.002
```
Forces are in eV/Å.

Calculated values
<S²> = 8.78
Spin multiplicity = 6
Net charge = +3
Maximum force = 0.180 Eh/bohr


# 2
Entry from OMol25: a cluster of 9 separate species, C7H30O9 in total in a non-equilibrium geometry (wB97M-V/def2-TZVPD).

XYZ file:
```
46
Properties=species:S:1:pos:R:3:forces:R:3:nbo_charge:R:1
C -1.71563 3.19106 -1.40695 -0.44 1.34 0.05 -0.428
C -1.93917 2.13915 -0.63104 0.56 -0.04 -0.79 0.045
C -3.33914 1.88261 -0.13215 0.41 -0.56 -0.12 -0.665
C -0.82825 1.14989 -0.33275 -0.61 0.49 -0.74 -0.446
C -0.63309 1.02556 1.17688 0.00 -0.89 0.37 -0.427
C 0.44428 1.98365 1.67100 0.08 1.29 -0.29 -0.454
C 1.85467 1.42165 1.55866 -0.81 -1.01 -0.01 -0.064
O 1.99888 0.12459 2.21105 0.93 0.80 -0.41 -0.765
H -0.81268 3.52233 -1.91271 0.32 -0.59 0.36 0.190
H -2.49303 3.95090 -1.50322 -0.17 -0.32 -0.21 0.188
H -3.70435 2.72476 0.43937 -0.22 0.03 0.26 0.226
H -4.01166 1.69031 -0.96054 -0.12 0.29 -0.30 0.226
H -3.37814 0.95703 0.42858 -0.03 0.00 0.57 0.222
H 0.06544 1.52437 -0.83286 0.22 0.09 0.27 0.211
H -1.02309 0.23845 -0.91112 -0.14 -0.29 0.79 0.221
H -0.38678 -0.01091 1.43463 0.31 0.05 -0.10 0.215
H -1.57836 1.12224 1.70990 -0.09 0.48 -0.10 0.225
H 0.30237 2.51761 2.62782 -0.17 -1.18 0.36 0.219
H 0.41698 2.92388 1.08497 0.09 -0.54 -0.51 0.229
H 2.51013 2.17098 1.99316 0.60 -0.28 -0.22 0.184
H 2.09232 1.08519 0.54086 0.15 1.14 -0.08 0.183
H 1.31929 0.00178 2.84829 -0.91 0.00 0.98 0.477
O 3.31359 0.50688 -2.48841 -0.33 0.44 -1.59 -0.970
H 3.35796 0.48215 -3.47865 0.34 0.04 1.29 0.478
H 3.73530 -0.30521 -2.18728 0.17 -0.55 0.14 0.508
O 0.64435 0.46848 -3.28957 0.27 0.84 -0.24 -1.001
H 1.55313 0.28539 -2.92998 -0.90 0.86 -0.15 0.506
H 0.51958 1.43076 -3.48093 0.57 -1.30 0.43 0.490
O 3.30600 -2.14405 -1.53326 0.33 0.38 0.50 -0.991
H 2.46452 -1.87332 -1.92725 0.08 -0.27 0.45 0.469
H 3.22213 -2.06369 -0.53791 -0.48 -0.30 -1.29 0.503
O 0.01152 -3.92012 -0.17201 -0.01 0.34 -1.38 -0.968
H -0.15203 -3.22820 -0.87278 0.55 -1.08 1.07 0.507
H 0.96459 -4.05769 -0.04233 -0.39 0.49 -0.37 0.498
O -1.27339 -1.40389 -2.87937 0.90 0.77 -0.37 -0.967
H -0.73563 -0.60090 -3.10156 0.26 -1.03 -0.18 0.495
H -1.94255 -0.94805 -2.39211 -1.23 -0.12 0.66 0.453
O -0.97124 -3.07336 2.05683 -1.17 -0.64 -0.26 -0.996
H -0.14908 -2.79689 2.42849 0.89 0.14 0.20 0.456
H -0.74226 -3.65589 1.28338 0.00 0.90 0.67 0.503
O -3.51674 -1.47505 3.44721 -1.49 0.30 -0.66 -0.953
H -3.19943 -2.35677 3.28675 0.70 -0.38 -0.03 0.490
H -2.92474 -1.00328 4.00495 0.88 0.13 0.60 0.464
O 2.32634 -2.20089 0.98019 0.47 0.68 0.46 -0.972
H 2.03566 -1.26236 1.03913 -0.33 -0.42 0.06 0.503
H 2.99145 -2.14112 1.68465 -0.05 -0.49 -0.10 0.482
```
Forces are in eV/Å.

Calculated values
Relative energy (zero: lowest compared OMol25 entry of this formula, charge and spin) = 130.6 kJ/mol
Spin multiplicity = 1
Net charge = 0
Maximum force = 0.033 Eh/bohr


# 3
Entry from OMol25: the molecule C5H9NO (wB97M-V/def2-TZVPD).

XYZ file:
```
16
Properties=species:S:1:pos:R:3:forces:R:3:nbo_charge:R:1
C 2.30472 -0.26165 0.21970 -0.11 -0.11 -0.12 -0.610
C 1.01868 0.41826 -0.24592 0.34 0.23 0.03 -0.302
C -0.12911 -0.28447 -1.06797 0.00 -0.16 -0.18 -0.196
N -1.00697 0.04012 0.04197 0.01 -0.05 0.12 -0.423
C -2.41964 -0.05239 0.22032 -0.17 -0.10 0.08 -0.416
C -0.04763 0.55507 0.85026 -0.02 0.23 0.41 0.683
O -0.07936 0.90427 2.01112 0.09 0.02 -0.57 -0.611
H 2.07951 -1.19764 0.73637 0.08 -0.04 -0.12 0.211
H 2.84302 0.37680 0.94039 -0.37 -0.12 -0.30 0.231
H 2.98205 -0.45417 -0.61558 -0.06 -0.09 0.07 0.211
H 1.27589 1.37645 -0.70092 -0.19 0.10 0.11 0.222
H -0.51157 0.15143 -2.01161 0.67 0.03 0.29 0.187
H 0.02231 -1.36304 -1.22267 -0.04 0.18 0.12 0.185
H -2.63435 0.39780 1.19216 -0.15 -0.07 -0.13 0.236
H -2.95391 0.48820 -0.57192 0.06 -0.07 0.16 0.196
H -2.74365 -1.09504 0.22429 -0.13 0.02 0.02 0.196
```
Forces are in eV/Å.

Calculated values
Relative energy (zero: lowest compared OMol25 entry of this formula, charge and spin) = 100.4 kJ/mol
Spin multiplicity = 1
Net charge = 0
Maximum force = 0.014 Eh/bohr


Electronic energy? In order: -65271.534; -26172.342; -8868.172 eV.